Record 1
Molecular formula: C36H31ClMgN4O4PS
Method: DFT, the ωB97M-V functional and the def2-TZVPD basis

Last column: Mulliken charge in e.
CARTESIAN COORDINATES (ANGSTROEM)
H  3.687  -2.065  -3.999  0.4592
C  -3.559  0.688  -0.069  -0.2227
H  -0.846  -4.499  0.734  0.4006
C  2.071  -2.177  -1.032  0.2858
N  -0.537  -2.145  1.647  -0.8705
H  2.478  2.842  -4.090  0.3562
N  3.039  -1.722  -0.231  0.0087
H  -1.981  4.193  1.330  0.3159
H  1.508  -2.760  -3.023  0.4772
H  1.003  2.136  -0.137  -0.1150
C  0.166  -4.838  0.947  -1.9161
C  3.499  -1.958  -2.938  -0.4355
H  0.422  -5.677  0.299  0.4111
O  3.614  1.605  2.740  -0.6998
C  1.048  1.254  -3.887  -0.7830
C  -2.517  -1.695  -1.920  -0.2330
O  1.091  2.042  3.875  -0.6024
C  1.346  4.811  1.496  -0.8568
C  -2.447  2.163  -1.600  -0.6742
P  -0.886  0.067  -0.403  2.0679
C  1.841  2.288  -3.411  -0.6760
Cl  -0.461  6.203  0.038  -0.2933
O  3.158  -0.559  2.430  -0.3365
H  -1.516  -1.969  4.622  0.2394
C  2.879  0.630  2.822  0.5286
C  0.741  2.959  2.917  -0.0158
H  -2.635  2.478  2.833  0.4374
C  0.845  -2.666  -0.376  -0.2766
N  0.720  -2.360  1.059  -0.4675
H  4.934  -0.971  -0.043  0.4954
C  4.476  -1.423  -2.102  -0.9814
C  0.202  0.857  -1.667  0.1624
C  -2.405  1.042  -0.775  0.1215
H  -1.493  1.140  2.621  -0.0464
H  -0.103  -4.680  -1.812  0.5113
H  -1.523  2.022  4.147  0.4018
C  -3.617  2.899  -1.731  -0.6245
H  2.449  3.401  -1.674  0.4986
H  1.068  1.004  -4.942  0.4056
O  2.430  -3.961  1.078  -1.0665
H  1.367  0.071  4.229  0.3499
C  -0.597  3.074  2.528  1.3822
C  1.456  0.756  3.388  0.3296
H  -3.215  -0.870  -1.959  0.4104
H  -2.340  -1.514  3.201  0.2246
C  1.700  3.817  2.394  -0.1977
H  -5.612  1.140  0.359  0.4172
C  1.176  -3.728  0.757  2.7318
C  -4.724  1.427  -0.193  -0.7330
Mg  2.501  -2.136  1.800  1.0458
C  0.232  0.540  -3.022  -0.0196
H  -5.651  3.141  -1.096  0.3485
H  -3.638  3.759  -2.387  0.4070
C  1.825  2.604  -2.060  -0.5687
H  -3.532  -0.185  0.577  0.4701
C  0.017  4.937  1.135  0.3706
C  -0.948  4.081  1.636  -0.8073
H  2.089  5.481  1.086  0.4506
C  -4.753  2.540  -1.022  -0.5692
H  2.726  3.663  2.696  0.5321
H  -2.227  -4.874  -3.035  0.4050
C  4.203  -1.341  -0.753  -0.1969
S  0.900  -2.787  3.847  -0.5006
C  -0.485  -2.305  2.933  0.1751
H  -0.386  -0.263  -3.405  0.4347
N  -1.662  -2.120  3.639  -0.5343
C  -0.430  -2.666  -1.179  -0.8115
C  1.012  1.889  -1.194  -0.1374
C  -1.972  -3.944  -2.542  -0.9495
C  -1.308  -1.538  -1.243  -0.1296
H  0.219  -5.163  1.986  0.3751
H  0.769  0.425  2.599  -0.3855
C  -0.774  -3.831  -1.858  -0.0460
H  5.423  -1.085  -2.498  0.4008
C  -2.850  -2.879  -2.558  -0.9314
H  -1.564  2.466  -2.146  0.3442
H  -3.797  -2.965  -3.077  0.4076
C  -1.630  2.128  3.067  -1.3057
C  2.289  -2.342  -2.403  -0.5803

Output
Total charge: -1
ΔE to the lowest compared entry with this formula, charge and spin, kJ/mol: 0.00
Spin multiplicity: 1

=====

Record 2
Molecular formula: C4H9N5
Method: DFT, the ωB97M-V functional and the def2-TZVPD basis

Last column: Mulliken charge in e.
CARTESIAN COORDINATES (ANGSTROEM)
N  -1.421  -1.591  -0.028  -0.4667
C  -0.811  1.990  -0.012  -0.8298
H  -2.879  -0.280  -0.768  0.2300
H  -0.167  2.852  -0.193  0.3888
H  -1.275  2.091  0.974  0.2768
C  -0.322  -1.051  -0.010  0.5810
H  -3.428  -1.867  -0.191  0.2599
N  1.247  0.849  -0.049  -0.8200
H  3.354  -1.579  -0.257  0.2927
N  -0.041  0.793  -0.072  0.3037
C  3.164  -0.547  0.029  -0.6722
H  3.660  0.139  -0.659  0.2632
H  -1.598  1.956  -0.766  0.2479
H  3.547  -0.374  1.039  0.2789
N  1.749  -0.332  -0.022  0.9455
C  -2.734  -1.048  -0.002  -0.7043
H  -2.966  -0.614  0.977  0.2587
N  0.919  -1.388  0.010  -0.8342

Output
Total charge: 0
ΔE to the lowest compared entry with this formula, charge and spin, kJ/mol: 364.56
Spin multiplicity: 1

=====

Record 3
Molecular formula: C25H76N10O13
Method: DFT, the ωB97M-V functional and the def2-TZVPD basis

Last column: Mulliken charge in e.
CARTESIAN COORDINATES (ANGSTROEM)
H  3.138  3.735  -1.366  0.2854
O  3.865  2.030  0.151  -0.4188
C  3.557  2.029  1.334  0.6671
H  -0.538  0.423  1.413  -0.6816
C  2.223  5.743  -1.507  0.2795
H  -1.837  -3.651  1.842  0.3416
C  -4.082  2.599  -0.643  0.4238
C  -0.676  2.434  3.354  0.1254
H  1.217  6.103  -1.675  0.2255
H  2.032  -1.633  3.805  0.5386
H  1.108  -1.946  -3.767  0.7431
H  4.829  -4.068  -1.419  0.3753
H  1.793  -0.222  -4.977  0.2703
N  -4.976  -3.256  0.061  -0.2858
O  0.649  -3.162  3.300  -0.6913
H  1.969  6.071  0.232  0.4082
C  2.566  3.099  1.706  -1.5316
H  -3.631  -2.728  4.577  0.4404
C  -0.035  1.022  -0.523  -0.7161
H  0.801  -1.531  -2.161  0.0675
H  0.985  1.643  -4.367  0.2823
H  4.535  2.218  1.827  0.5448
H  -0.748  -4.862  -1.288  0.2814
H  2.511  3.039  2.796  0.4694
H  -1.834  2.219  -2.415  -0.1712
N  -1.360  2.684  4.433  -0.4059
H  0.846  -1.464  0.062  -0.0504
H  4.151  6.050  -2.525  0.3742
C  2.142  4.244  -1.590  -0.4581
H  1.651  2.843  1.109  0.1873
H  -3.633  -2.052  1.958  0.1805
H  -2.629  -0.850  -3.583  0.4038
O  2.694  6.046  -0.381  -0.5349
H  0.754  -3.252  -2.627  0.1955
H  4.346  -1.697  -0.351  0.3015
O  -1.142  -2.412  -4.582  -0.5767
H  -5.815  -3.271  0.700  0.2258
H  -1.072  0.070  -3.542  0.2775
N  -4.685  -1.143  0.432  -0.2054
H  1.544  3.838  -0.791  -0.2615
C  -1.428  2.998  -3.095  0.0440
H  -4.087  4.665  -0.697  0.1764
H  -1.573  -3.520  -0.313  -0.7343
H  -5.563  3.916  -1.241  0.3190
C  -2.829  -0.223  3.371  -2.0008
H  2.712  5.718  -3.569  0.3331
C  -0.912  -2.165  -3.367  0.8148
H  -2.911  0.417  2.523  0.1992
H  -1.649  -0.740  -2.089  -0.2261
H  -2.245  3.422  -0.449  0.3228
H  -0.467  -1.953  1.124  -0.7170
H  -2.258  -3.636  4.144  0.2286
O  3.199  0.485  -2.251  -0.5584
O  -0.032  -6.262  0.772  -0.8034
H  -1.265  -5.161  2.649  0.2906
H  -0.795  -1.814  -0.563  -1.7252
H  0.064  -3.468  2.603  0.2772
H  1.041  0.864  -0.678  -0.4616
H  1.050  1.704  2.857  -0.3365
H  -1.459  -2.963  -2.876  0.0423
O  -4.830  1.404  -0.694  -0.8170
O  -0.715  4.016  -2.377  -0.3603
H  2.568  -5.250  0.231  0.4621
O  -1.972  0.102  0.241  2.7581
N  0.400  1.713  3.621  -0.0745
H  -2.324  0.215  4.186  0.3708
H  2.069  -2.125  2.156  -0.2660
O  -3.236  -2.219  -1.030  -0.4935
N  1.579  1.508  -3.519  0.1539
H  -3.848  -0.373  3.672  0.6171
H  2.130  -4.208  -1.168  0.1788
O  -1.035  2.749  2.067  -0.5285
C  -1.592  -0.817  -3.152  -0.6316
C  -2.614  -2.595  4.334  -1.6493
N  -2.817  2.641  -0.357  0.1016
C  3.090  6.175  -2.660  -1.7040
H  2.136  0.364  1.013  0.6520
C  -0.210  -1.386  0.249  2.5626
H  -1.387  2.095  5.244  0.2620
H  2.947  4.099  1.416  0.4697
H  3.065  7.204  -2.836  0.4990
H  -1.384  4.606  -2.004  0.2278
H  -5.330  -1.158  1.117  0.1640
C  -0.712  0.010  0.421  2.5986
C  4.780  -3.941  -0.351  -1.9496
H  0.738  -1.123  2.774  -0.4101
H  -2.097  3.546  -3.786  0.4395
H  3.718  -0.187  1.427  0.1541
H  0.706  1.377  4.560  0.2709
H  -0.620  -3.209  -4.852  0.3945
N  -1.363  -4.592  1.765  -0.2708
H  2.958  -1.133  -3.970  0.3876
H  5.622  -3.290  -0.072  0.5479
H  4.985  -4.903  0.107  0.3979
C  1.381  -1.979  3.020  0.5880
H  4.449  2.817  0.171  0.5247
H  -2.439  -0.659  0.535  -1.0764
H  -1.255  -1.425  3.007  -0.3721
H  1.480  2.304  -2.861  -0.8375
H  -0.345  0.904  -1.548  -1.3214
C  -2.282  -1.617  3.136  1.7214
C  2.468  0.601  -3.380  0.3851
H  2.841  0.532  2.633  0.7244
C  -4.310  -2.199  -0.224  0.0061
H  -2.352  1.775  -0.270  -1.1499
H  -4.500  -4.138  -0.243  0.3231
H  1.813  3.923  -2.555  0.7890
O  3.522  -2.153  -0.420  -0.1045
C  3.540  -3.272  0.098  0.5855
H  -4.350  -0.245  0.064  0.0357
H  1.477  -3.868  0.548  -0.2296
O  -2.738  -2.284  2.167  -0.5857
N  2.639  -0.186  -4.382  -0.5243
H  -2.308  3.028  4.140  0.3186
C  2.992  0.657  1.588  -2.4251
H  -0.794  2.435  -3.760  -0.0266
H  -0.205  2.023  -0.219  1.2529
N  -4.652  3.810  -0.706  -0.4269
H  3.764  -3.238  1.161  0.0125
N  -0.985  -4.379  -0.321  0.3336
C  2.334  -4.194  -0.087  -0.5765
C  0.510  -2.249  -2.956  -1.6115
H  -2.191  -2.181  5.243  0.4180
C  -0.734  -5.082  0.734  0.3229

Output
Total charge: 0
ΔE to the lowest compared entry with this formula, charge and spin, kJ/mol: 578.99
Spin multiplicity: 1

=====

These records have LUMO level values of 2.4; 1.0; 0.0 eV, in the order they appear.
These records have E_tot values of -3310.47408; -431.46843; -2523.49927 a.u., in the order they appear.